# 1
A structure of composition C17H12BF6N9O4S7W at a distorted geometry. Source: the OMol25 dataset; level of theory: the ωB97M-V functional and the def2-TZVPD basis.

## Properties
Gap between HOMO and LUMO (alpha / beta) ... 4.677 / 4.633 eV
E_HOMO (alpha / beta) ... -10.703 / -10.632 eV
Lowest unoccupied orbital energy (alpha / beta) ... -6.0260 / -5.9997 eV
ΔE to the lowest compared entry with this formula, charge and spin ... 37.1 kcal/mol
⟨S²⟩ ... 0.768

ORCA input file:
```
! RIJCOSX wB97M-V def2-TZVPD def2/J DEFGRID3
* xyz 1 2
W 0.98 -0.27 0.00
C 0.04 2.33 3.35
C 0.95 1.63 2.57
N 0.32 1.08 1.52
N -0.99 1.42 1.62
C -1.18 2.17 2.72
B -1.87 1.31 0.37
N -2.02 -0.17 -0.07
C -3.14 -0.90 -0.22
C -2.80 -2.08 -0.84
C -1.42 -2.01 -1.03
N -0.97 -0.84 -0.56
N -1.00 1.98 -0.74
C -1.21 3.11 -1.43
C -0.08 3.39 -2.16
C 0.81 2.37 -1.86
N 0.25 1.52 -1.00
N -3.22 1.92 0.49
C -4.13 1.94 -0.52
C -5.32 2.38 -0.01
C -5.05 2.62 1.35
N -3.80 2.33 1.63
H 0.25 2.88 4.25
H 2.01 1.53 2.70
H -2.17 2.52 2.95
H -4.10 -0.55 0.11
H -3.45 -2.89 -1.12
H -0.76 -2.72 -1.49
H -2.14 3.64 -1.35
H 0.09 4.22 -2.82
H 1.81 2.23 -2.23
H -3.86 1.64 -1.51
H -6.25 2.52 -0.53
H -5.71 2.98 2.11
F 3.66 -4.84 -2.50
C 2.57 -4.42 -1.88
F 2.22 -5.30 -0.96
F 1.58 -4.30 -2.75
S 2.86 -2.76 -1.03
O 1.52 -2.14 -1.04
O 3.35 -3.05 0.27
N 3.81 -1.95 -1.98
S 3.38 -0.53 -2.48
O 4.40 0.15 -3.17
O 2.66 0.24 -1.46
C 1.94 -0.79 -3.71
F 1.97 0.09 -4.69
F 0.79 -0.59 -3.02
F 1.91 -2.02 -4.21
S 3.68 -2.35 6.54
C 3.14 -2.02 5.04
S 4.07 -1.14 3.85
C 2.85 -1.10 2.61
C 1.66 -1.75 2.90
S 0.35 -1.90 1.81
S 1.54 -2.49 4.47
S 3.20 -0.28 1.15
*
```

# 2
A structure of composition C17H12Cl3F5NO2OsS. Source: the OMol25 dataset; level of theory: the ωB97M-V functional and the def2-TZVPD basis.

## Properties
Gap between HOMO and LUMO ... 7.328 eV
E_HOMO ... -12.580 eV
Lowest unoccupied orbital energy ... -5.2520 eV
ΔE to the lowest compared entry with this formula, charge and spin ... 5.8 kcal/mol

ORCA input file:
```
! RIJCOSX wB97M-V def2-TZVPD def2/J DEFGRID3
* xyz 1 1
Os 0.06 0.16 0.39
C -2.41 -1.29 0.54
N -1.42 -0.74 1.52
C -2.13 0.19 2.43
C -0.80 -1.88 2.27
C 0.24 -2.50 1.39
C 0.65 -3.82 1.53
C 1.66 -4.30 0.72
C 2.27 -3.49 -0.24
C 1.87 -2.18 -0.38
C 0.84 -1.67 0.43
H -3.21 -1.78 1.08
H -1.92 -2.01 -0.11
H -2.81 -0.47 -0.05
H -2.90 -0.35 2.98
H -2.59 0.98 1.83
H -1.43 0.62 3.13
H -1.58 -2.59 2.56
H -0.37 -1.46 3.18
H 0.19 -4.46 2.27
H 1.99 -5.33 0.83
H 3.06 -3.89 -0.86
H 2.33 -1.55 -1.13
F 5.42 3.71 -1.24
C 4.44 3.17 -0.54
C 3.52 2.34 -1.16
F 3.61 2.09 -2.46
C 2.53 1.79 -0.39
F 1.61 0.96 -1.00
C 2.40 2.03 0.96
S 1.06 1.32 1.87
C 3.33 2.86 1.56
F 3.24 3.12 2.86
C 4.35 3.44 0.82
F 5.23 4.23 1.40
Cl -2.14 4.65 -2.16
C -2.40 3.01 -1.63
Cl -3.68 2.97 -0.39
Cl -2.86 1.99 -3.00
C -1.13 2.43 -0.99
O -0.13 3.06 -0.81
O -1.32 1.17 -0.61
*
```

# 3
The molecule C17H12FN3O2S at a distorted geometry. Source: the OMol25 dataset; level of theory: the ωB97M-V functional and the def2-TZVPD basis.

## Properties
Gap between HOMO and LUMO ... 8.011 eV
E_HOMO ... -7.878 eV
Lowest unoccupied orbital energy ... 0.1334 eV

ORCA input file:
```
! RIJCOSX wB97M-V def2-TZVPD def2/J DEFGRID3
* xyz 0 1
O -0.77 -1.85 0.25
C -1.24 -0.73 0.18
N -0.38 0.34 0.16
N -0.75 1.61 -0.04
C 0.10 2.55 -0.13
C 1.54 2.52 -0.06
C 2.44 3.56 -0.20
C 3.72 3.00 -0.09
C 3.54 1.66 0.11
S 4.70 0.39 0.38
C 3.59 -1.02 0.24
C 2.90 -1.25 -0.94
C 2.05 -2.35 -0.97
C 1.95 -3.15 0.16
C 2.71 -2.83 1.27
N 3.51 -1.78 1.31
O 2.22 1.36 0.13
C -2.70 -0.47 0.09
C -3.48 -1.45 -0.52
C -4.85 -1.30 -0.61
C -5.46 -0.18 -0.08
C -4.68 0.77 0.54
F -5.27 1.86 1.07
C -3.30 0.65 0.64
H 0.61 0.09 0.23
H -0.32 3.53 -0.29
H 2.19 4.59 -0.37
H 4.66 3.51 -0.15
H 3.02 -0.60 -1.79
H 1.48 -2.57 -1.86
H 1.29 -4.00 0.17
H 2.67 -3.42 2.18
H -2.99 -2.33 -0.91
H -5.44 -2.07 -1.09
H -6.53 -0.04 -0.14
H -2.74 1.42 1.13
*
```

# 4
The molecule C17H12OS at a distorted geometry. Source: the OMol25 dataset; level of theory: the ωB97M-V functional and the def2-TZVPD basis.

## Properties
Gap between HOMO and LUMO ... 7.124 eV
E_HOMO ... -7.859 eV
Lowest unoccupied orbital energy ... -0.7348 eV

ORCA input file:
```
! RIJCOSX wB97M-V def2-TZVPD def2/J DEFGRID3
* xyz 0 1
S 2.04 1.50 3.74
C 1.24 0.95 2.37
C 0.87 -0.43 2.26
C 0.32 -0.88 1.08
C -0.07 -2.33 0.93
C 0.62 -3.35 1.63
C 0.23 -4.68 1.52
C -0.87 -5.03 0.72
C -1.59 -4.05 0.04
C -1.17 -2.73 0.19
C 0.12 0.11 0.00
C 0.46 1.47 0.19
C 0.21 2.45 -0.88
C 0.14 2.10 -2.23
C -0.09 3.11 -3.20
C -0.24 4.46 -2.84
C -0.24 4.81 -1.49
C 0.00 3.82 -0.52
O 1.02 1.88 1.38
H 1.07 -1.08 3.10
H 1.47 -3.10 2.22
H 0.82 -5.44 2.05
H -1.24 -6.07 0.72
H -2.45 -4.33 -0.61
H -1.80 -2.00 -0.32
H -0.34 -0.22 -0.92
H 0.39 1.08 -2.56
H -0.14 2.82 -4.21
H -0.41 5.19 -3.67
H -0.34 5.86 -1.22
H -0.02 4.10 0.53
*
```

# 5
A structure of composition C17H13CdClN2O8PS2. Source: the OMol25 dataset; level of theory: the ωB97M-V functional and the def2-TZVPD basis.

## Properties
Gap between HOMO and LUMO ... 8.772 eV
E_HOMO ... -6.257 eV
Lowest unoccupied orbital energy ... 2.5149 eV

ORCA input file:
```
! RIJCOSX wB97M-V def2-TZVPD def2/J DEFGRID3
* xyz -1 1
Cd -0.17 -1.03 1.76
O -2.44 -1.47 2.76
Cl -1.91 -2.37 3.78
O -2.67 -2.29 4.98
O -1.90 -3.72 3.27
O -0.53 -1.95 4.02
O 4.37 -4.21 -0.58
C 3.46 -5.05 -0.11
O 3.60 -6.25 -0.17
C 2.25 -4.46 0.51
C 1.23 -5.23 1.04
N 0.31 -4.38 1.53
N 0.67 -3.11 1.33
C 1.84 -3.13 0.72
C 2.51 -1.80 0.43
O 3.53 -1.84 -0.28
O 1.96 -0.79 0.93
H 4.12 -3.25 -0.37
H 1.13 -6.29 1.10
H -0.55 -4.55 2.05
S -0.60 1.51 1.96
P -0.88 1.29 -0.03
S -1.29 -0.58 -0.61
C -2.23 2.40 -0.54
C -3.50 1.90 -0.76
C -4.54 2.76 -1.10
C -4.30 4.13 -1.21
C -3.03 4.63 -0.99
C -2.00 3.77 -0.65
C 0.55 1.93 -0.95
C 1.53 2.70 -0.32
C 2.59 3.20 -1.06
C 2.68 2.93 -2.42
C 1.71 2.16 -3.04
C 0.65 1.65 -2.31
H -3.68 0.84 -0.68
H -5.53 2.37 -1.27
H -5.11 4.80 -1.48
H -2.84 5.69 -1.08
H -1.00 4.17 -0.48
H 1.46 2.87 0.74
H 3.35 3.79 -0.57
H 3.52 3.32 -2.99
H 1.79 1.93 -4.10
H -0.09 1.02 -2.78
*
```

# 6
A structure of composition C17H13F3FeO5S at a distorted geometry. Source: the OMol25 dataset; level of theory: the ωB97M-V functional and the def2-TZVPD basis.

## Properties
Gap between HOMO and LUMO (alpha / beta) ... 6.007 / 6.058 eV
E_HOMO (alpha / beta) ... -5.828 / -8.792 eV
Lowest unoccupied orbital energy (alpha / beta) ... 0.1791 / -2.7343 eV
⟨S²⟩ ... 6.099

ORCA input file:
```
! RIJCOSX wB97M-V def2-TZVPD def2/J DEFGRID3
* xyz 0 5
O -1.73 2.84 0.62
C -0.85 2.10 0.44
Fe 0.43 0.90 0.54
C 1.33 1.74 1.85
O 1.50 2.34 2.83
C -0.52 -0.12 1.53
O -1.21 -0.46 2.41
C 2.02 1.94 -1.99
C 0.60 1.61 -2.39
C -0.07 0.59 -1.45
C 0.73 -0.50 -1.00
C 2.00 -0.09 -0.53
C 2.46 1.23 -0.87
H 2.27 3.04 -2.12
H -0.06 2.50 -2.49
H 0.65 1.17 -3.40
H -1.15 0.43 -1.61
H 0.36 -1.52 -0.93
H 2.66 -0.80 0.01
H 3.35 1.57 -0.31
F 3.39 0.52 -6.85
C 4.02 0.73 -5.68
F 3.76 -0.32 -4.86
F 5.35 0.76 -5.90
S 3.40 2.32 -4.90
C 3.91 2.16 -3.19
C 4.63 3.32 -2.66
C 5.69 3.15 -1.75
C 6.09 4.21 -0.93
C 5.42 5.44 -0.98
C 4.40 5.63 -1.93
C 4.05 4.60 -2.80
O 4.03 3.39 -5.61
O 1.96 2.17 -4.91
H 4.40 1.19 -3.07
H 6.20 2.18 -1.68
H 6.91 4.07 -0.22
H 5.69 6.25 -0.31
H 3.87 6.58 -1.99
H 3.28 4.75 -3.57
*
```

# 7
A structure of composition C17H13MnN3O3S. Source: the OMol25 dataset; level of theory: the ωB97M-V functional and the def2-TZVPD basis.

## Properties
Gap between HOMO and LUMO (alpha / beta) ... 6.441 / 6.407 eV
E_HOMO (alpha / beta) ... -11.431 / -11.579 eV
Lowest unoccupied orbital energy (alpha / beta) ... -4.9897 / -5.1723 eV
ΔE to the lowest compared entry with this formula, charge and spin ... 0.0 kcal/mol
⟨S²⟩ ... 6.087

ORCA input file:
```
! RIJCOSX wB97M-V def2-TZVPD def2/J DEFGRID3
* xyz 1 5
Mn -1.89 0.64 1.13
C -3.42 2.80 -0.31
O -2.18 2.48 0.38
C -0.99 2.99 -0.20
C -0.83 4.32 -0.52
C 0.37 4.71 -1.08
C 1.39 3.78 -1.30
C 1.22 2.45 -0.95
C 0.01 2.05 -0.40
N -0.29 0.73 0.06
N 0.54 -0.19 -0.27
C 0.37 -1.46 0.04
C -0.83 -1.97 0.66
O -1.83 -1.20 0.97
C -0.95 -3.35 0.92
C 0.06 -4.20 0.59
C 1.28 -3.75 -0.02
C 2.30 -4.66 -0.33
C 3.46 -4.23 -0.92
C 3.62 -2.87 -1.21
C 2.63 -1.96 -0.91
C 1.44 -2.39 -0.31
H -3.58 3.87 -0.29
H -4.21 2.31 0.24
H -3.37 2.44 -1.34
H -1.62 5.03 -0.34
H 0.52 5.75 -1.35
H 2.32 4.11 -1.73
H 2.01 1.73 -1.10
H -1.86 -3.70 1.38
H -0.04 -5.26 0.80
H 2.16 -5.71 -0.10
H 4.25 -4.93 -1.16
H 4.54 -2.52 -1.67
H 2.77 -0.91 -1.13
O -2.89 1.31 5.14
S -3.62 0.93 3.96
N -2.86 0.84 2.68
*
```

# 8
A structure of composition C17H13N11O3S3SbTc at a distorted geometry. Source: the OMol25 dataset; level of theory: the ωB97M-V functional and the def2-TZVPD basis.

## Properties
Gap between HOMO and LUMO (alpha / beta) ... 5.278 / 5.233 eV
E_HOMO (alpha / beta) ... -2.061 / -2.057 eV
Lowest unoccupied orbital energy (alpha / beta) ... 3.2173 / 3.1765 eV
ΔE to the lowest compared entry with this formula, charge and spin ... 39.6 kcal/mol

ORCA input file:
```
! RIJCOSX wB97M-V def2-TZVPD def2/J DEFGRID3
* xyz -2 1
Tc -0.06 -1.20 0.13
C 3.55 -2.99 -1.33
O 4.32 -1.82 -1.64
C 3.68 -0.66 -1.95
C 4.28 0.13 -2.90
C 3.75 1.38 -3.28
C 2.61 1.82 -2.66
C 1.97 1.02 -1.69
C 0.89 1.60 -0.93
N 0.16 0.96 -0.11
N -0.64 1.74 0.74
C -0.93 1.01 1.76
O -0.54 -0.22 1.90
C -1.73 1.59 2.87
C -1.95 0.84 4.02
C -2.69 1.36 5.06
C -3.24 2.64 4.96
C -3.04 3.38 3.80
C -2.29 2.86 2.76
C 2.48 -0.23 -1.31
O 1.95 -0.98 -0.38
H 4.20 -3.83 -1.57
H 2.64 -3.04 -1.92
H 3.30 -3.01 -0.27
H 5.17 -0.25 -3.37
H 4.24 1.98 -4.03
H 2.18 2.78 -2.90
H 0.74 2.68 -0.99
H -1.54 -0.16 4.06
H -2.86 0.77 5.95
H -3.83 3.04 5.77
H -3.48 4.37 3.71
H -2.13 3.42 1.85
N -2.22 0.15 -2.24
C -2.77 -0.19 -1.02
N -4.02 0.09 -0.70
N -4.15 -0.39 0.56
N -3.06 -0.93 0.96
N -2.14 -0.81 -0.04
C -1.10 -0.49 -2.73
N -0.82 -0.55 -4.02
N 0.31 -1.29 -4.07
N 0.68 -1.65 -2.90
N -0.20 -1.13 -1.99
H -2.86 0.48 -2.93
S -0.10 -5.94 2.50
Sb 0.97 -4.59 0.99
S 1.01 -2.32 1.89
S -0.69 -3.39 -0.35
*
```

Ordered energy results: -134073.4430 -87858.3248 -39940.3768 -30705.4402 -85246.2980 -81444.3181 -70600.7915 -81617.2457; unit eV.